[1]
ORCA calculation (ωB97M-V with the def2-TZVPD basis set) on a structure of composition C5H12N2O at a distorted geometry.

CARTESIAN COORDINATES (ANGSTROEM)
C1 -1.34 -0.87 -0.01
N1 -1.80 -1.21 -1.32
C2 -0.65 1.27 0.00
O1 -0.74 1.80 1.11
H1 -2.79 -1.07 -1.47
H2 -1.54 -2.14 -1.62
H3 -1.37 1.37 -0.83
H4 -1.12 -1.75 0.58
H5 -2.10 -0.38 0.61
C3 1.19 -0.85 1.17
N2 1.84 1.73 0.03
C4 0.81 0.93 -0.60
C5 0.63 -0.46 -0.16
H6 1.85 2.65 -0.40
H7 1.55 1.91 1.00
H8 0.80 1.06 -1.68
H9 0.73 -1.19 -0.96
H10 1.02 -1.90 1.40
H11 0.74 -0.23 1.96
H12 2.27 -0.67 1.20

The calculation puts the LUMO energy at 0.904 eV. For the relative energy (zero: lowest compared OMol25 entry of this formula, charge and spin), the calculation gives 407.7 kJ/mol. Its gap between HOMO and LUMO is 8.98 eV.

These are the Löwdin partial charges, in e, on atoms 1 to 2: -0.19, -0.02



[2]
ORCA calculation (ωB97M-V with the def2-TZVPD basis set) on a structure of composition C4H4AuCl2InN2O4 at a distorted geometry.

CARTESIAN COORDINATES (ANGSTROEM)
In1 -2.07 3.00 -4.49
Au1 -1.18 0.13 -0.80
Cl1 -0.38 4.59 -4.79
Cl2 -1.81 0.91 -2.84
C1 -0.64 -0.28 1.02
C2 -2.29 5.70 -6.52
C3 -4.30 4.44 -5.33
O1 -0.69 -0.02 2.15
O2 -2.05 6.69 -7.03
O3 -5.30 4.90 -5.66
N1 2.61 -1.88 3.16
C4 1.59 -1.92 2.26
N2 0.63 -2.83 2.62
O4 1.49 -1.15 1.29
H1 2.74 -2.63 3.83
H2 3.34 -1.21 3.03
H3 -0.13 -2.97 1.98
H4 0.94 -3.65 3.15

As for the charge: +4. The calculation puts the LUMO energy (spin up / spin down) at -17.319 / -19.979 eV. For the relative energy (zero: lowest compared OMol25 entry of this formula, charge and spin), the calculation gives 0.0 kJ/mol. As for the expectation value of S²: 2.032. The multiplicity is 3. Its gap between HOMO and LUMO (spin up / spin down) is 5.71 / 3.00 eV.

These are the Löwdin partial charges, in e, on atoms 1 to 2: 0.92, 1.05



[3]
ORCA calculation (ωB97M-V with the def2-TZVPD basis set) on a cluster of 24 separate species, C76H172O38S10 in total at a distorted geometry.

CARTESIAN COORDINATES (ANGSTROEM)
O1 8.54 -0.24 4.69
C1 8.12 -0.58 3.65
O2 6.81 -0.50 3.31
C2 5.93 -0.04 4.28
C3 4.48 -0.27 3.79
C4 8.97 -1.07 2.50
H1 6.06 1.03 4.47
H2 6.18 -0.57 5.17
H3 3.78 0.18 4.51
H4 4.28 -1.33 3.71
H5 4.23 0.21 2.84
H6 10.00 -1.12 2.84
H7 9.06 -0.21 1.81
H8 8.65 -1.97 2.01
O3 -0.66 -8.76 0.53
C5 -0.16 -7.69 0.27
O4 -0.80 -6.56 -0.21
C6 -2.21 -6.58 -0.51
C7 -2.40 -6.18 -1.99
C8 1.31 -7.37 0.42
H9 -2.67 -5.89 0.22
H10 -2.47 -7.60 -0.35
H11 -2.15 -6.94 -2.71
H12 -1.91 -5.24 -2.21
H13 -3.45 -6.11 -2.20
H14 1.70 -7.26 -0.59
H15 1.85 -8.15 0.95
H16 1.57 -6.40 0.91
O5 1.81 -1.56 1.75
C9 2.19 -1.29 0.65
O6 2.48 -2.32 -0.27
C10 2.35 -3.64 0.35
C11 3.48 -4.01 1.29
C12 2.53 0.04 0.05
H17 2.34 -4.26 -0.54
H18 1.34 -3.69 0.70
H19 3.34 -3.56 2.28
H20 4.41 -3.68 0.87
H21 3.52 -5.09 1.44
H22 2.86 0.73 0.83
H23 1.60 0.49 -0.34
H24 3.28 0.03 -0.71
O7 0.03 2.38 -1.24
C13 -0.47 2.40 -0.13
O8 -1.24 1.41 0.36
C14 -1.45 0.39 -0.60
C15 -1.44 -0.98 0.10
C16 -0.25 3.52 0.83
H25 -0.58 0.43 -1.28
H26 -2.36 0.68 -1.14
H27 -1.57 -1.83 -0.57
H28 -2.13 -1.09 0.91
H29 -0.42 -1.12 0.52
H30 -0.74 3.23 1.77
H31 -0.68 4.46 0.50
H32 0.82 3.69 0.96
O9 0.53 -5.87 3.91
C17 -0.19 -6.80 3.61
O10 -1.37 -6.58 3.03
C18 -1.82 -5.22 2.97
C19 -1.13 -4.34 1.94
C20 0.12 -8.28 3.70
H33 -1.80 -4.89 4.01
H34 -2.89 -5.37 2.80
H35 -0.05 -4.24 2.16
H36 -1.52 -3.29 2.03
H37 -1.19 -4.58 0.89
H38 -0.15 -8.75 2.77
H39 -0.46 -8.69 4.53
H40 1.21 -8.42 3.74
O11 6.78 3.90 0.31
C21 6.57 2.74 0.13
O12 6.94 1.97 -0.95
C22 7.57 2.76 -1.99
C23 7.31 2.05 -3.34
C24 5.80 1.92 1.20
H41 8.63 2.77 -1.76
H42 7.16 3.79 -1.99
H43 6.21 1.90 -3.48
H44 7.77 1.06 -3.36
H45 7.78 2.61 -4.13
H46 5.74 0.89 0.85
H47 4.84 2.46 1.33
H48 6.28 2.01 2.15
O13 4.90 -0.79 -3.69
C25 5.17 -1.94 -3.67
O14 6.02 -2.49 -4.62
C26 6.28 -1.61 -5.75
C27 6.94 -2.44 -6.82
C28 4.97 -2.89 -2.53
H49 6.95 -0.78 -5.42
H50 5.34 -1.11 -6.02
H51 6.37 -3.35 -6.95
H52 7.94 -2.73 -6.42
H53 7.01 -1.84 -7.74
H54 5.13 -3.94 -2.81
H55 3.94 -2.83 -2.14
H56 5.69 -2.63 -1.74
O15 -4.53 -3.00 7.76
C29 -3.49 -3.50 7.60
O16 -3.22 -4.53 6.71
C30 -4.38 -5.07 6.07
C31 -4.85 -4.33 4.78
C32 -2.19 -3.14 8.25
H57 -5.13 -5.12 6.84
H58 -4.10 -6.10 5.92
H59 -5.76 -4.79 4.36
H60 -4.06 -4.30 4.03
H61 -5.20 -3.29 4.98
H62 -1.59 -4.03 8.48
H63 -2.30 -2.54 9.14
H64 -1.65 -2.60 7.45
O17 3.17 1.80 -5.96
C33 2.56 1.22 -5.16
O18 1.51 0.36 -5.48
C34 1.26 0.14 -6.87
C35 -0.27 -0.08 -7.05
C36 2.63 1.39 -3.65
H65 1.81 -0.73 -7.13
H66 1.61 0.95 -7.53
H67 -0.68 -0.78 -6.29
H68 -0.41 -0.51 -8.04
H69 -0.77 0.89 -7.10
H70 3.48 2.01 -3.33
H71 2.71 0.42 -3.20
H72 1.70 1.78 -3.26
O19 -0.39 -3.37 -1.91
C37 0.50 -3.06 -2.65
O20 1.36 -3.95 -3.28
C38 1.13 -5.32 -3.00
C39 2.35 -6.11 -3.45
C40 0.80 -1.68 -3.12
H73 0.22 -5.67 -3.51
H74 0.96 -5.41 -1.92
H75 2.50 -6.21 -4.52
H76 2.31 -7.07 -2.97
H77 3.27 -5.68 -3.05
H78 -0.03 -1.03 -2.95
H79 1.12 -1.68 -4.16
H80 1.72 -1.29 -2.59
O21 -7.04 -3.30 -0.84
C41 -6.55 -4.26 -1.32
O22 -5.64 -4.95 -0.61
C42 -5.36 -4.46 0.72
C43 -4.29 -3.40 0.77
C44 -6.91 -4.87 -2.67
H81 -5.05 -5.41 1.14
H82 -6.28 -4.09 1.13
H83 -4.57 -2.39 0.47
H84 -3.38 -3.64 0.24
H85 -3.86 -3.31 1.73
H86 -7.12 -5.92 -2.40
H87 -6.07 -4.87 -3.40
H88 -7.84 -4.38 -2.95
O23 -3.89 -4.66 -4.53
C45 -3.24 -3.76 -4.10
O24 -2.25 -3.11 -4.86
C46 -2.00 -3.67 -6.13
C47 -2.85 -3.12 -7.22
C48 -3.45 -3.08 -2.78
H89 -2.09 -4.75 -6.03
H90 -0.92 -3.53 -6.20
H91 -2.47 -3.45 -8.16
H92 -2.79 -2.04 -7.34
H93 -3.89 -3.41 -7.09
H94 -3.22 -2.02 -2.90
H95 -2.82 -3.55 -2.02
H96 -4.53 -3.20 -2.60
O25 -0.31 6.72 0.52
C49 -1.03 7.67 0.33
O26 -0.76 8.62 -0.54
C50 0.36 8.43 -1.40
C51 0.00 7.96 -2.80
C52 -2.14 8.03 1.27
H97 1.01 7.65 -1.01
H98 0.91 9.34 -1.37
H99 -0.69 8.61 -3.29
H100 -0.39 6.94 -2.80
H101 0.95 7.93 -3.35
H102 -1.75 8.83 1.93
H103 -2.45 7.17 1.86
H104 -3.02 8.41 0.75
O27 -4.29 1.66 -1.82
C53 -5.44 1.16 -1.85
O28 -6.53 1.89 -1.60
C54 -6.44 3.33 -1.41
C55 -6.53 4.01 -2.81
C56 -5.77 -0.26 -2.11
H105 -5.52 3.62 -0.90
H106 -7.29 3.65 -0.79
H107 -6.58 5.09 -2.61
H108 -7.39 3.67 -3.38
H109 -5.68 3.80 -3.46
H110 -6.85 -0.36 -1.92
H111 -5.26 -1.00 -1.48
H112 -5.55 -0.43 -3.19
C57 -2.50 -0.36 5.59
S1 -1.65 -1.33 4.24
O29 -2.74 -1.67 3.24
C58 -0.62 -0.05 3.55
H113 -3.00 0.54 5.18
H114 -1.76 -0.03 6.35
H115 -3.27 -1.01 6.04
H116 -0.01 -0.48 2.79
H117 0.06 0.26 4.35
H118 -1.18 0.82 3.25
C59 -5.52 0.69 3.42
S2 -5.75 1.54 1.80
O30 -6.20 2.88 2.22
C60 -3.94 1.54 1.43
H119 -5.01 -0.28 3.33
H120 -6.48 0.48 3.85
H121 -4.93 1.34 4.07
H122 -3.59 0.50 1.49
H123 -3.32 2.14 2.10
H124 -3.73 1.83 0.39
C61 -3.99 0.99 -7.49
S3 -4.33 1.44 -5.75
O31 -5.70 0.92 -5.51
C62 -3.15 0.30 -4.95
H125 -4.26 -0.06 -7.64
H126 -2.94 1.10 -7.71
H127 -4.58 1.67 -8.13
H128 -3.16 0.50 -3.87
H129 -2.17 0.48 -5.34
H130 -3.46 -0.72 -5.13
C63 2.88 -2.80 6.71
S4 1.22 -2.48 6.12
O32 0.99 -1.02 6.32
C64 1.66 -2.76 4.39
H131 3.55 -2.10 6.17
H132 3.23 -3.83 6.59
H133 2.87 -2.54 7.79
H134 2.43 -2.06 4.08
H135 0.80 -2.71 3.72
H136 2.12 -3.76 4.34
C65 2.35 4.75 -1.39
S5 3.55 5.35 -2.63
O33 3.11 6.65 -3.26
C66 4.86 5.83 -1.49
H137 1.37 4.42 -1.73
H138 2.20 5.52 -0.62
H139 2.88 3.92 -0.91
H140 5.66 6.15 -2.13
H141 5.28 5.02 -0.86
H142 4.47 6.70 -0.95
C67 3.87 2.14 7.99
S6 2.69 3.09 6.99
O34 3.48 3.88 5.99
C68 1.91 1.71 6.14
H143 4.60 1.75 7.27
H144 3.39 1.33 8.51
H145 4.33 2.75 8.77
H146 1.08 2.02 5.49
H147 1.60 0.95 6.88
H148 2.69 1.26 5.53
C69 -1.97 3.07 -3.33
S7 -1.87 4.07 -4.85
O35 -2.43 5.45 -4.56
C70 -0.01 4.32 -4.85
H149 -2.97 3.02 -2.94
H150 -1.40 3.60 -2.57
H151 -1.45 2.08 -3.41
H152 0.24 4.91 -3.96
H153 0.16 5.02 -5.70
H154 0.60 3.42 -5.05
C71 -4.13 7.58 -3.02
S8 -4.56 7.22 -1.26
O36 -6.00 6.88 -1.28
C72 -3.56 5.58 -1.21
H155 -4.49 8.61 -3.24
H156 -4.70 6.83 -3.59
H157 -3.07 7.53 -3.31
H158 -2.48 5.80 -1.24
H159 -3.82 4.96 -2.07
H160 -3.83 5.06 -0.29
C73 4.86 4.66 3.54
S9 4.03 5.43 2.09
O37 3.45 4.24 1.36
C74 2.60 6.16 2.87
H161 4.12 4.08 4.07
H162 5.30 5.34 4.27
H163 5.60 4.00 3.15
H164 2.80 7.10 3.39
H165 2.06 5.51 3.56
H166 1.94 6.39 2.04
C75 -0.85 4.70 6.45
S10 -0.83 4.23 4.68
O38 -1.33 2.84 4.84
C76 -2.23 5.22 4.06
H167 -0.14 4.08 7.01
H168 -1.87 4.73 6.91
H169 -0.53 5.73 6.43
H170 -2.31 5.02 3.00
H171 -1.90 6.27 4.25
H172 -3.16 4.90 4.52

The calculation puts the LUMO energy at 0.066 eV. Its gap between HOMO and LUMO is 8.58 eV.

These are the Löwdin partial charges, in e, on atoms 1 to 2: 0.14, -0.55



[4]
ORCA calculation (ωB97M-V with the def2-TZVPD basis set) on a structure of composition C17H21N2S at a distorted geometry.

CARTESIAN COORDINATES (ANGSTROEM)
C1 1.20 2.61 -0.92
C2 2.48 1.78 -0.74
N1 2.32 0.58 0.08
C3 1.31 0.59 0.96
N2 0.40 1.57 1.09
C4 0.55 2.85 0.44
C5 -0.31 1.63 2.37
C6 -0.22 0.22 2.94
S1 1.05 -0.69 2.07
H1 1.40 3.58 -1.40
H2 0.54 2.04 -1.59
H3 2.84 1.48 -1.72
H4 3.26 2.45 -0.29
H5 1.21 3.51 1.06
H6 -0.42 3.36 0.34
H7 0.19 2.36 3.05
H8 -1.35 2.00 2.21
H9 0.11 0.24 3.98
H10 -1.14 -0.32 2.83
C7 4.41 -0.57 -1.26
C8 3.88 -1.24 -2.56
C9 2.75 -2.15 -2.07
C10 2.59 -2.08 -0.74
C11 3.37 -0.97 -0.11
C12 4.02 -1.30 1.24
C13 3.81 -2.49 2.03
C14 4.32 -2.47 3.34
C15 5.19 -1.47 3.78
C16 5.52 -0.42 2.92
C17 4.98 -0.37 1.62
H11 5.41 -1.01 -1.04
H12 4.55 0.51 -1.41
H13 3.45 -0.46 -3.24
H14 4.69 -1.73 -3.15
H15 2.15 -2.77 -2.74
H16 1.95 -2.75 -0.14
H17 3.36 -3.41 1.64
H18 4.09 -3.28 4.04
H19 5.65 -1.49 4.79
H20 6.24 0.36 3.19
H21 5.39 0.32 0.87

As for the charge: +1. The calculation puts the LUMO energy at -3.053 eV. For the relative energy (zero: lowest compared OMol25 entry of this formula, charge and spin), the calculation gives 40.2 kJ/mol. Its gap between HOMO and LUMO is 8.93 eV.

These are the Löwdin partial charges, in e, on atoms 1 to 2: -0.14, -0.17



[5]
ORCA calculation (ωB97M-V with the def2-TZVPD basis set) on the molecule C18H20ClN3S at a distorted geometry.

CARTESIAN COORDINATES (ANGSTROEM)
C1 -3.63 -0.43 -0.12
N1 -3.70 -1.26 -1.39
C2 -3.35 -2.68 -1.24
C3 -3.19 -0.53 -2.61
C4 -1.71 -0.69 -2.81
N2 -0.72 -0.55 -1.72
C5 0.68 -0.37 -1.99
C6 1.34 0.04 -0.74
N3 2.63 0.20 -0.91
C7 3.31 0.70 0.21
C8 3.91 1.90 0.24
C9 4.75 2.30 1.27
C10 4.84 1.52 2.45
C11 4.21 0.25 2.40
C12 3.38 -0.12 1.35
S1 2.30 -1.50 1.64
C13 0.95 -0.37 1.75
C14 0.24 -0.22 2.88
C15 -0.78 0.68 2.97
C16 -1.13 1.40 1.75
Cl1 -2.34 2.72 1.67
C17 -0.46 1.19 0.55
C18 0.67 0.33 0.55
H1 -2.58 -0.31 0.00
H2 -4.01 0.62 -0.35
H3 -4.22 -0.87 0.71
H4 -3.31 -3.17 -2.25
H5 -4.18 -3.16 -0.69
H6 -2.32 -2.82 -0.78
H7 -3.38 0.56 -2.45
H8 -3.69 -0.94 -3.61
H9 -1.42 0.21 -3.46
H10 -1.43 -1.64 -3.29
H11 -0.90 -1.12 -0.90
H12 1.12 -1.23 -2.47
H13 0.90 0.36 -2.76
H14 3.82 2.35 -0.77
H15 5.24 3.23 0.98
H16 5.26 1.87 3.39
H17 4.25 -0.43 3.20
H18 0.47 -0.71 3.84
H19 -1.33 0.90 3.87
H20 -0.49 1.77 -0.37

The structure (SMILES) is CN(C)CCNCC1=Nc2ccccc2Sc2ccc(Cl)cc21. The calculation puts the LUMO energy at 0.105 eV. For the relative energy (zero: lowest compared OMol25 entry of this formula, charge and spin), the calculation gives 378.9 kJ/mol. Its gap between HOMO and LUMO is 8.12 eV.

These are the Löwdin partial charges, in e, on atoms 1 to 2: -0.07, -0.28



[6]
ORCA calculation (ωB97M-V with the def2-TZVPD basis set) on a cluster of 2 separate species, C4H13N2O in total at a distorted geometry.

CARTESIAN COORDINATES (ANGSTROEM)
C1 1.84 1.30 0.10
C2 1.78 -0.13 0.56
N1 2.77 -0.93 0.07
O1 0.85 -0.52 1.29
H1 2.01 1.34 -0.95
H2 2.55 1.96 0.60
H3 0.86 1.69 0.33
H4 3.55 -0.51 -0.49
H5 2.80 -1.86 0.42
C3 -2.28 0.70 0.48
N2 -1.57 -0.57 0.22
C4 -1.35 -0.86 -1.20
H6 -2.31 0.88 1.56
H7 -1.68 1.49 0.03
H8 -3.28 0.62 0.08
H9 -2.10 -1.29 0.73
H10 -0.60 -0.56 0.70
H11 -2.32 -0.76 -1.69
H12 -0.87 -1.85 -1.26
H13 -0.63 -0.14 -1.59

As for the charge: +1. The calculation puts the LUMO energy at -2.762 eV. For the relative energy (zero: lowest compared OMol25 entry of this formula, charge and spin), the calculation gives 58.7 kJ/mol. Its gap between HOMO and LUMO is 11.72 eV.

These are the Löwdin partial charges, in e, on atoms 1 to 2: 0.01, -0.52



| no. | total energy (a.u.) |
| --- | --- |
| 1 | -382.34726 |
| 2 | -1809.56033 |
| 3 | -9839.81497 |
| 4 | -1167.81440 |
| 5 | -1720.42494 |
| 6 | -344.74448 |